[1]
The following is a DFT calculation (ωB97M-V/def2-TZVPD) of a molecular structure, C5H8BrFS.

Last column: Mulliken charge in e.
Geometry (Å):
1 C -2.341 0.252 -0.445  0.28
2 C -0.339 -1.329 -0.970  -1.17
3 C 1.427 0.487 1.527  -0.92
4 C -1.154 -0.064 -0.966  -0.10
5 C 0.294 1.127 1.643  0.19
6 F 0.094 2.253 0.898  -0.25
7 S -3.063 1.818 -0.255  -0.18
8 Br -3.242 -0.979 0.521  -0.14
9 H 0.329 -1.451 -1.749  0.35
10 H 0.232 -1.478 -0.003  0.22
11 H -1.097 -2.166 -0.974  0.36
12 H 1.901 0.658 0.652  0.41
13 H -2.591 2.352 -1.390  0.13
14 H 1.568 -0.256 2.345  0.27
15 H -0.735 0.736 -1.643  0.21
16 H -0.335 1.171 2.565  0.33

Cartesian forces (eV/Å) of the 3 atoms listed first:
2.026 0.090 -0.463
-2.777 -1.155 3.139
-2.278 -1.769 3.071

## Properties
ΔE to the lowest compared entry with this formula, charge and spin in eV: 1.2584
Maximum force in eV/A: 4.35
Frontier orbital gap in Ha: 0.33945
HOMO level in eV: -8.5047

[2]
The following is a DFT calculation (ωB97M-V/def2-TZVPD) of a gas-phase ion, C5H10N2P (charge +1).

Last column: Mulliken charge in e.
Geometry (Å):
1 C 2.651 0.578 -0.153  -0.41
2 C 1.488 -0.263 -0.035  0.97
3 C 1.655 -1.755 -0.121  -1.57
4 C -1.210 2.210 0.021  -0.95
5 C -0.892 -0.693 0.092  -0.79
6 N 0.111 1.559 0.020  -0.70
7 N 0.229 0.286 -0.075  0.70
8 P 4.289 0.508 0.156  0.12
9 H 2.202 1.609 -0.474  0.31
10 H 0.959 -2.208 -0.806  0.41
11 H 1.429 -2.312 0.747  0.48
12 H 2.739 -2.034 -0.246  0.31
13 H -1.613 1.802 -0.828  0.52
14 H -1.993 1.859 0.736  0.33
15 H -1.111 3.269 0.112  0.31
16 H -1.190 -1.045 -0.959  0.35
17 H -1.759 -0.068 0.496  0.23
18 H -0.464 -1.464 0.719  0.38

Cartesian forces (eV/Å) of the 3 atoms listed first:
-2.028 2.383 -0.465
1.330 -0.700 -0.695
1.326 0.251 -0.054

## Properties
ΔE to the lowest compared entry with this formula, charge and spin in eV: 4.2207
Maximum force in eV/A: 3.27
Frontier orbital gap (alpha / beta) in Ha: 0.27323 / 0.22893
HOMO level (alpha / beta) in eV: -12.6324 / -12.4536
Net charge: +1

[3]
The following is a DFT calculation (ωB97M-V/def2-TZVPD) of C3H4N2O in the gas phase.

Last column: Mulliken charge in e.
Geometry (Å):
1 O -1.993 0.316 0.127  -0.51
2 C -0.704 -0.077 0.154  0.47
3 C 0.388 0.608 0.619  -0.37
4 C 1.451 0.055 -0.124  -0.40
5 N 1.081 -0.989 -0.844  -0.73
6 N -0.257 -1.081 -0.639  0.22
7 H -2.029 1.171 0.577  0.32
8 H 0.367 1.424 1.326  0.34
9 H 2.432 0.490 -0.255  0.40
10 H -0.736 -1.917 -0.940  0.25

Cartesian forces (eV/Å) of the 3 atoms listed first:
-0.431 -0.472 0.659
0.307 0.194 -0.363
-0.088 0.259 -0.281

## Properties
SMILES: Oc1ccn[nH]1
ΔE to the lowest compared entry with this formula, charge and spin in eV: 1.4869
Maximum force in eV/A: 0.92
Frontier orbital gap in Ha: 0.34458
HOMO level in eV: -8.7173

[4]
The following is a DFT calculation (ωB97M-V/def2-TZVPD) of a molecular structure, C22H49MnNO4P2.

Last column: Mulliken charge in e.
Geometry (Å):
1 Mn 0.612 0.345 -0.564  -0.20
2 C 1.275 -0.176 -2.189  -0.01
3 O 1.514 -0.563 -3.336  -0.22
4 C 1.180 2.082 -0.394  -0.12
5 O 1.299 3.211 -0.263  -0.07
6 P -1.674 0.601 -1.471  1.45
7 C -3.042 1.326 -0.348  0.50
8 H -3.883 1.609 -0.976  0.84
9 C -1.638 1.892 -2.825  0.65
10 H -0.808 2.508 -2.423  0.34
11 C -2.720 -0.801 -2.210  0.63
12 H -2.855 -1.440 -1.319  0.36
13 C 2.509 -2.833 0.013  0.74
14 P 2.182 -1.039 0.462  1.26
15 H 3.304 -1.433 2.539  0.79
16 H 1.610 -3.359 0.381  0.48
17 C 3.879 -0.268 0.190  0.52
18 H 4.571 -1.079 0.450  0.34
19 C -1.208 1.373 -4.196  -1.48
20 H -1.994 0.837 -4.722  0.37
21 H -0.312 0.739 -4.144  0.15
22 H -0.932 2.223 -4.835  0.50
23 C -2.887 2.781 -2.998  -1.50
24 H -2.683 3.510 -3.793  0.50
25 H -3.168 3.337 -2.112  0.35
26 H -3.767 2.207 -3.327  0.25
27 C -4.088 -0.351 -2.764  -1.60
28 H -4.702 0.212 -2.051  0.35
29 H -4.660 -1.254 -3.035  0.52
30 H -3.986 0.247 -3.681  0.31
31 C -2.000 -1.674 -3.242  -1.29
32 H -2.558 -2.615 -3.366  0.52
33 H -0.988 -1.933 -2.899  0.21
34 H -1.927 -1.222 -4.241  0.27
35 C -3.545 0.334 0.736  -1.62
36 H -4.259 -0.421 0.312  0.30
37 H -4.157 0.843 1.520  0.45
38 H -2.760 -0.209 1.226  0.24
39 C -2.511 2.592 0.321  -1.28
40 H -1.699 2.298 0.994  -0.31
41 H -3.330 3.081 0.883  0.57
42 H -2.117 3.357 -0.368  0.33
43 C 3.773 -3.397 0.697  -1.82
44 H 3.862 -3.239 1.775  0.40
45 H 4.682 -3.002 0.232  0.50
46 H 3.789 -4.483 0.537  0.49
47 C 2.598 -3.100 -1.490  -1.23
48 H 3.466 -2.611 -1.951  0.27
49 C 1.811 -0.046 3.075  -1.84
50 H 1.701 -2.767 -2.015  0.19
51 H 2.706 -4.182 -1.670  0.49
52 C 1.461 -2.548 2.819  -1.70
53 H 0.722 0.084 3.102  -0.15
54 H 2.245 -0.161 4.089  0.58
55 H 2.169 0.910 2.654  0.41
56 C 2.227 -1.295 2.315  0.56
57 H 1.461 -2.567 3.929  0.42
58 H 1.905 -3.500 2.511  0.39
59 H 0.411 -2.578 2.510  0.30
60 C 4.126 0.915 1.132  -1.41
61 H 3.341 1.672 0.993  0.23
62 H 5.091 1.399 0.909  0.51
63 H 4.151 0.607 2.184  0.37
64 C 4.101 0.124 -1.273  -1.32
65 H 3.855 -0.677 -1.977  0.18
66 H 5.153 0.411 -1.438  0.50
67 H 3.493 0.998 -1.538  0.23
68 H -1.480 -2.244 0.050  -0.01
69 H -0.872 -2.585 0.305  0.02
70 N -1.848 0.736 4.241  -0.06
71 C -1.371 2.066 4.642  -0.73
72 C -0.462 2.595 3.515  0.70
73 O 0.048 3.673 3.882  -0.17
74 O -0.366 1.934 2.460  -0.42
75 H -2.353 0.742 3.344  0.03
76 H -2.543 0.432 5.005  0.48
77 H -1.106 0.019 4.172  0.31
78 H -2.226 2.746 4.770  0.45
79 H -0.799 2.043 5.567  0.45

Cartesian forces (eV/Å) of the 3 atoms listed first:
-2.741 -2.275 1.966
2.478 -3.467 -11.475
-1.871 3.364 9.913

## Properties
Expectation value of S²: 3.88
2S+1: 4
Maximum force in eV/A: 12.24
Frontier orbital gap (alpha / beta) in Ha: 0.18903 / 0.20834
HOMO level (alpha / beta) in eV: -21.3457 / -21.3893
Net charge: +4

[5]
The following is a DFT calculation (ωB97M-V/def2-TZVPD) of C5H5NO in the gas phase.

Last column: Mulliken charge in e.
Geometry (Å):
1 O 1.166 -0.638 1.664  -0.50
2 C 1.197 0.097 0.470  -0.47
3 C 0.044 -0.328 -0.467  0.45
4 C -1.258 0.178 -0.005  -0.79
5 C -2.321 0.586 0.384  0.19
6 C 0.311 0.066 -1.858  -0.13
7 N 0.558 0.350 -2.950  -0.40
8 H 0.254 -0.886 1.865  0.32
9 H 1.144 1.182 0.640  0.30
10 H 2.151 -0.128 -0.015  0.35
11 H 0.023 -1.426 -0.441  0.25
12 H -3.271 0.948 0.713  0.43

Cartesian forces (eV/Å) of the 3 atoms listed first:
-0.191 -0.160 0.145
0.135 0.171 -0.288
-0.002 -0.124 0.014

## Properties
SMILES: C#C[C@@H](C#N)CO
ΔE to the lowest compared entry with this formula, charge and spin in eV: 2.5376
Maximum force in eV/A: 1.11
Frontier orbital gap in Ha: 0.42635
HOMO level in eV: -10.9398

[6]
The following is a DFT calculation (ωB97M-V/def2-TZVPD) of 2 unconnected molecules or ions with the total composition C3H6FIO.

Last column: Mulliken charge in e.
Geometry (Å):
1 C 0.855 1.332 0.031  -0.75
2 C 0.837 -0.053 -0.672  -0.60
3 C -0.930 -0.933 0.110  0.13
4 O -0.649 -1.385 1.338  -0.40
5 F -1.245 -1.853 -0.844  -0.22
6 I -2.461 0.589 -0.033  0.04
7 H 1.293 1.155 1.086  0.22
8 H 1.552 2.000 -0.436  0.32
9 H -0.109 1.812 0.119  0.22
10 H 0.686 -0.113 -1.774  0.29
11 H 1.641 -0.760 -0.531  0.38
12 H -1.469 -1.790 1.607  0.37

Cartesian forces (eV/Å) of the 3 atoms listed first:
1.708 -2.097 1.465
-3.586 -0.290 0.593
4.290 2.720 -3.015

## Properties
ΔE to the lowest compared entry with this formula, charge and spin in eV: 1.7728
Maximum force in eV/A: 5.91
Frontier orbital gap in Ha: 0.35540
HOMO level in eV: -9.2483

Number 1: calculated total energy -3267.284694 hartree. Number 2: calculated total energy -646.941237 hartree. Number 3: calculated total energy -301.432588 hartree. Number 4: calculated total energy -3055.251498 hartree. Number 5: calculated total energy -323.426430 hartree. Number 6: calculated total energy -590.620375 hartree.